The following is a DFT calculation (ωB97M-V/def2-TZVPD) of a 4-piece molecular cluster, C34H64F2NO6S overall in a non-equilibrium geometry.

Last column: Mulliken charge in e.
Geometry (Å):
C (0.649, 0.073, 4.489)  -0.676
C (0.045, 0.159, 3.255)  -0.445
C (0.733, 0.077, 1.896)  0.572
C (2.040, -0.536, 1.610)  0.973
C (2.903, -1.154, 2.750)  -0.482
O (2.989, -2.325, 2.972)  -0.457
O (3.614, -0.314, 3.621)  -0.290
C (3.785, 1.011, 3.072)  0.666
C (4.776, 1.892, 3.944)  -1.278
C (6.296, 1.685, 3.530)  -0.433
S (6.790, 2.892, 2.190)  -0.249
C (2.543, -0.569, 0.225)  0.288
C (3.939, -1.241, -0.028)  -0.837
O (3.901, -2.619, 0.312)  -0.264
C (3.129, -3.381, -0.623)  0.617
C (3.205, -4.893, -0.126)  -0.677
C (2.185, -5.094, 1.090)  -0.796
C (1.712, 0.068, -0.824)  0.165
C (2.289, 0.028, -2.288)  0.444
C (3.062, 1.421, -2.485)  -0.567
C (4.631, 1.218, -2.399)  -0.039
F (5.223, 2.424, -2.844)  -0.334
N (0.486, 0.674, -0.536)  0.712
C (-0.329, 1.352, -1.574)  -1.571
C (-1.722, 0.683, -1.873)  0.132
C (-2.557, 1.751, -2.717)  -1.068
C (-4.039, 1.302, -2.996)  -0.425
C (-4.939, 1.773, -1.770)  -0.630
C (-6.410, 1.204, -2.057)  -0.865
C (-6.394, -0.323, -1.535)  -0.493
C (-7.402, -0.386, -0.318)  -0.240
C (-7.372, -1.770, 0.458)  -0.650
C (-8.631, -1.744, 1.462)  -0.596
C (-8.237, -1.332, 2.938)  -0.833
C (-7.245, -0.111, 3.046)  -0.271
C (-7.958, 1.313, 2.906)  -1.057
C (0.009, 0.673, 0.760)  0.093
F (-1.184, 1.278, 1.019)  -0.327
H (1.386, -0.744, 4.733)  0.288
H (0.406, 0.759, 5.340)  0.297
H (-1.072, 0.298, 3.246)  0.373
H (4.231, 0.998, 2.035)  -0.216
H (2.810, 1.587, 3.058)  0.097
H (4.591, 1.791, 5.044)  0.386
H (4.537, 2.966, 3.687)  0.432
H (6.926, 1.983, 4.419)  0.398
H (6.526, 0.627, 3.232)  0.355
H (5.584, 3.291, 1.663)  0.096
H (4.346, -1.085, -1.062)  0.530
H (4.693, -0.766, 0.672)  0.110
H (3.563, -3.341, -1.663)  -0.506
H (2.037, -3.106, -0.656)  0.215
H (2.895, -5.584, -0.950)  0.358
H (4.261, -5.104, 0.199)  0.307
H (1.777, -6.137, 1.093)  0.391
H (1.309, -4.396, 0.993)  0.194
H (2.720, -4.887, 2.061)  0.127
H (2.929, -0.881, -2.484)  -0.074
H (1.468, 0.026, -3.059)  -0.202
H (2.780, 2.097, -1.631)  0.313
H (2.791, 1.913, -3.463)  0.463
H (4.974, 1.008, -1.347)  0.107
H (4.914, 0.360, -3.066)  0.165
H (-0.552, 2.386, -1.173)  0.313
H (0.191, 1.510, -2.548)  0.498
H (-2.276, 0.386, -0.940)  0.310
H (-1.614, -0.264, -2.484)  0.077
H (-1.967, 2.015, -3.633)  0.427
H (-2.562, 2.686, -2.075)  0.444
H (-4.163, 0.221, -3.254)  0.287
H (-4.396, 1.921, -3.875)  0.346
H (-4.953, 2.897, -1.664)  0.392
H (-4.477, 1.329, -0.848)  0.128
H (-6.526, 1.216, -3.176)  0.438
H (-7.208, 1.803, -1.550)  0.407
H (-6.700, -0.978, -2.396)  0.340
H (-5.338, -0.597, -1.235)  0.223
H (-8.433, -0.250, -0.766)  0.270
H (-7.172, 0.489, 0.359)  -0.176
H (-7.489, -2.623, -0.257)  0.400
H (-6.441, -1.859, 1.088)  0.296
H (-9.398, -1.042, 1.021)  0.352
H (-9.084, -2.773, 1.469)  0.345
H (-9.195, -1.013, 3.449)  0.337
H (-7.798, -2.236, 3.435)  0.324
H (-6.355, -0.165, 2.368)  0.167
H (-6.833, -0.135, 4.100)  0.409
H (-7.296, 1.977, 2.282)  0.215
H (-8.012, 1.784, 3.926)  0.347
H (-8.991, 1.215, 2.479)  0.287
C (3.913, -1.814, -5.283)  -0.747
O (3.482, -2.252, -3.995)  -0.428
H (3.409, -0.878, -5.521)  0.244
H (4.993, -1.651, -5.277)  0.317
H (3.656, -2.563, -6.034)  0.317
H (3.940, -3.080, -3.807)  0.245
C (10.134, 4.127, 4.837)  -0.505
O (10.400, 3.119, 3.870)  -0.496
H (11.082, 4.499, 5.221)  0.248
H (9.583, 4.950, 4.375)  0.238
H (9.551, 3.707, 5.662)  0.236
H (9.549, 2.804, 3.544)  0.264
C (-1.153, -0.510, -5.610)  -0.404
O (-2.143, 0.503, -5.478)  -0.408
H (-0.666, -0.650, -4.645)  -0.007
H (-1.619, -1.449, -5.918)  0.309
H (-0.407, -0.207, -6.350)  0.283
H (-2.560, 0.609, -6.341)  0.273

Molar mass in g mol⁻¹: 653.0
HOMO in eV: -11.51
E_tot in eV: -66328.0615
Lowest unoccupied orbital energy in eV: -4.3
Total charge: +1
Frontier orbital gap in eV: 7.2